Record 1
Formula: C27H43Cl24NO3
Source: the Open Molecules 2025 dataset
Level of theory: the ωB97M-V functional and the def2-TZVPD basis

The spin multiplicity is 1.

Positions of all 98 atoms, in Å:
C  4.6745  3.8659  1.9947
O  3.9920  3.8395  0.6903
C  3.6765  5.2015  0.2184
C  2.2844  5.2911  -0.6651
C  1.1465  4.2061  -0.0974
C  -0.3881  4.7540  -0.2808
C  -1.3064  3.7521  -1.2505
C  -2.6382  3.1594  -0.4926
C  -2.3757  1.5638  -0.0702
C  -2.5254  1.0473  1.5125
C  -2.2190  -0.5566  1.8737
C  -1.8075  -1.5060  0.6019
C  -1.6490  -1.0322  -0.9595
C  -1.9634  0.5361  -1.3187
C  -1.1823  -2.3112  -1.8727
O  -1.3027  -2.5874  -3.1739
N  -0.5730  -3.2194  -0.7837
C  -1.4555  -3.1026  0.4748
O  -1.8196  -4.1696  1.1922
H  4.2241  4.6817  2.7407
H  4.5223  2.8133  2.5371
H  5.8352  4.0400  1.9045
H  4.5634  5.5097  -0.5106
H  3.6165  5.9845  1.0914
H  1.7818  6.3482  -0.6678
H  2.5572  4.9168  -1.7646
H  1.3463  4.0093  1.0586
H  1.3808  3.1982  -0.6619
H  -0.3664  5.7899  -0.8447
H  -0.8651  4.9194  0.7783
H  -1.6747  4.3187  -2.2307
H  -0.5533  2.9232  -1.6299
H  -3.6243  3.2057  -1.1630
H  -2.9020  3.7808  0.4897
H  -2.8092  1.8380  2.3489
H  -2.2959  -1.0057  2.9516
H  -1.8867  0.9038  -2.4277
H  0.3043  -2.7054  -0.4862
C  2.0410  -5.0945  -2.6941
Cl  3.1157  -3.9018  -1.9540
Cl  2.7797  -5.8111  -4.1313
H  1.8338  -5.8850  -1.9688
H  1.1081  -4.6031  -2.9809
C  5.2159  8.3974  -1.8416
Cl  3.8150  7.5480  -2.5057
Cl  6.0748  7.3894  -0.6706
H  5.8963  8.6534  -2.6574
H  4.8763  9.3093  -1.3446
C  -6.5959  1.6861  1.0669
Cl  -7.3857  0.3043  1.8362
Cl  -4.8423  1.6155  1.2787
H  -6.8259  1.6780  -0.0012
H  -6.9719  2.6074  1.5184
C  1.2796  -7.8675  0.6792
Cl  2.3543  -6.6749  1.4193
Cl  2.0183  -8.5842  -0.7581
H  1.0724  -8.6581  1.4045
H  0.3468  -7.3762  0.3924
C  1.4433  -1.8425  3.1396
Cl  2.5811  -2.7397  2.1270
Cl  -0.0853  -1.5727  2.2936
H  1.2498  -2.4147  4.0502
H  1.8825  -0.8758  3.3977
C  -2.4567  2.6242  5.4063
Cl  -1.3189  1.7269  4.3937
Cl  -3.9853  2.8940  4.5602
H  -2.6502  2.0520  6.3169
H  -2.0175  3.5909  5.6643
C  2.3433  -4.5449  -7.7981
Cl  3.4811  -5.4422  -8.8107
Cl  0.8147  -4.2751  -8.6442
H  2.1498  -5.1171  -6.8876
H  2.7825  -3.5782  -7.5401
C  -2.7470  -0.1557  -5.2946
Cl  -3.0054  1.3372  -4.3837
Cl  -3.0099  0.1006  -7.0238
H  -1.7204  -0.4952  -5.1372
H  -3.4459  -0.9158  -4.9373
C  1.5432  -8.2915  -7.6610
Cl  0.0515  -7.7346  -8.4291
Cl  1.2987  -8.5853  -5.9351
H  1.8636  -9.2207  -8.1383
H  2.3144  -7.5275  -7.7861
C  3.4962  -11.5297  1.0680
Cl  5.0647  -11.8606  1.8132
Cl  2.1713  -11.9617  2.1557
H  3.4313  -10.4644  0.8337
H  3.4080  -12.1155  0.1497
C  -5.3204  6.4260  4.7876
Cl  -4.2457  7.6186  5.5277
Cl  -4.5817  5.7094  3.3503
H  -5.5276  5.6354  5.5129
H  -6.2532  6.9174  4.5008
C  -1.4787  3.5773  9.3282
Cl  -2.5060  2.1486  9.4984
Cl  -1.8921  4.4880  7.8706
H  -1.6165  4.2204  10.2008
H  -0.4352  3.2595  9.2652

Atomic partial charges in e from the Mulliken method, atoms 1 to 2: number 1, C, carries -0.55; number 2, O, carries -0.32

---

Record 2
Formula: C20H34N4O3
Source: the Open Molecules 2025 dataset
Level of theory: the ωB97M-V functional and the def2-TZVPD basis

The structure (SMILES) is CCN(C[C@@H](C)NC(=O)c1ccn(C)c1)C(=O)COC[C@@H](C)N1CCCC1. For the relative energy (zero: lowest compared OMol25 entry of this formula, charge and spin), the calculation gives 4.9 kcal/mol. The spin multiplicity is 1.

Positions of all 61 atoms, in Å:
C  1.7562  1.5442  -3.0682
C  1.7913  1.3731  -1.5550
N  2.2343  0.0469  -1.1497
C  3.6381  -0.1691  -0.8533
C  3.9383  -0.0642  0.6444
C  5.4154  -0.2960  0.9143
N  3.5619  1.2457  1.1674
C  2.3271  1.5362  1.6664
O  1.4172  0.7227  1.6918
C  2.1430  2.9184  2.1616
C  1.0350  3.3414  2.9415
C  1.1941  4.6787  3.1736
N  2.3451  5.0939  2.5550
C  2.8949  6.4317  2.6195
C  2.9292  4.0292  1.9424
C  1.3903  -0.9841  -0.8496
O  1.8065  -2.0691  -0.4946
C  -0.0973  -0.6858  -0.9494
O  -0.8108  -1.8820  -0.8599
C  -2.2011  -1.6638  -0.7638
C  -2.8845  -3.0178  -0.6268
C  -2.3806  -3.7168  0.6284
N  -4.3324  -2.8358  -0.5974
C  -5.0723  -4.0751  -0.3762
C  -6.5199  -3.7051  -0.6944
C  -6.4011  -2.5423  -1.7022
C  -4.8941  -2.3162  -1.8424
H  1.4482  2.5564  -3.3360
H  2.7424  1.3622  -3.4985
H  1.0593  0.8404  -3.5251
H  2.4757  2.0997  -1.1151
H  0.8176  1.5858  -1.1151
H  3.9288  -1.1597  -1.2027
H  4.2228  0.5759  -1.4008
H  3.3303  -0.8089  1.1587
H  5.7227  -1.2729  0.5421
H  6.0261  0.4598  0.4107
H  5.6273  -0.2563  1.9829
H  4.2966  1.9156  1.3192
H  0.2276  2.7116  3.2734
H  0.5858  5.3781  3.7225
H  3.4902  6.6228  1.7291
H  2.0838  7.1561  2.6542
H  3.5232  6.5595  3.5017
H  3.8371  4.1604  1.3752
H  -0.3439  -0.0108  -0.1165
H  -0.3308  -0.1649  -1.8884
H  -2.4368  -1.0481  0.1159
H  -2.5536  -1.1302  -1.6550
H  -2.6011  -3.6229  -1.5082
H  -1.2926  -3.6947  0.6437
H  -2.7553  -3.2012  1.5160
H  -2.7010  -4.7572  0.6690
H  -4.7174  -4.8660  -1.0621
H  -4.9442  -4.4356  0.6426
H  -7.0720  -4.5548  -1.0945
H  -7.0312  -3.3767  0.2099
H  -6.8590  -2.7720  -2.6637
H  -6.8858  -1.6469  -1.3146
H  -4.6467  -1.2658  -1.9867
H  -4.4976  -2.8778  -2.7075

Atomic partial charges in e from the natural (NBO) method, atoms 1 to 2: number 1, C, carries -0.61; number 2, C, carries -0.21

---

Number 1: orbital gap 7.36 eV, highest occupied orbital energy -8.5387 eV. Number 2: orbital gap 8.90 eV, highest occupied orbital energy -8.3888 eV.